Record 1
Entry from the OMol25 dataset: a molecular structure, C47H41ClN6O12TeTi (ωB97M-V/def2-TZVPD).

Output
E_HOMO (spin up / spin down) = -3.610 / -3.647 eV
HOMO-LUMO gap (spin up / spin down) = 5.4 / 5.3 eV
E_LUMO (spin up / spin down) = 1.77 / 1.62 eV
relative energy (zero: lowest compared OMol25 entry of this formula, charge and spin) = 154.6 kJ/mol
max |F| = 2.6 eV/A
calculated total energy = -4624.7946 Eh

The geometry in ORCA input format:
```
! wB97M-V def2-TZVPD RIJCOSX def2/J DEFGRID3
* xyz -1 2
Ti -0.966 -0.636 0.381
C -2.882 2.508 -6.215
O -3.730 2.680 -5.094
C -4.362 1.517 -4.684
C -5.363 0.930 -5.440
C -5.992 -0.220 -4.987
C -5.596 -0.786 -3.787
C -4.603 -0.202 -3.020
C -3.985 0.967 -3.452
N -3.045 1.650 -2.691
C -2.575 1.246 -1.440
N -2.824 2.117 -0.457
C -2.387 2.107 0.880
C -1.666 1.040 1.428
C -1.342 1.190 2.789
C -1.676 2.316 3.516
C -2.402 3.352 2.938
C -2.779 3.240 1.617
O -3.541 4.171 0.937
C -3.810 5.390 1.586
N -1.978 0.099 -1.259
C -1.490 -0.563 -2.414
C -0.661 0.102 -3.309
C -0.132 -0.554 -4.409
C -0.436 -1.884 -4.624
C -1.258 -2.566 -3.740
C -1.780 -1.921 -2.628
O -2.580 -2.514 -1.697
C -2.733 -3.917 -1.799
H -2.391 3.466 -6.383
H -3.444 2.225 -7.110
H -2.125 1.741 -6.022
H -5.661 1.379 -6.377
H -6.792 -0.661 -5.564
H -6.076 -1.682 -3.421
H -4.312 -0.637 -2.075
H -2.953 2.628 -2.928
H -3.301 2.972 -0.708
H -0.811 0.397 3.304
H -1.370 2.408 4.548
H -2.657 4.220 3.527
H -2.888 5.895 1.888
H -4.448 5.251 2.465
H -4.345 5.999 0.857
H -0.418 1.140 -3.120
H 0.532 -0.029 -5.081
H -0.021 -2.409 -5.475
H -1.474 -3.607 -3.921
H -3.315 -4.238 -0.938
H -1.760 -4.414 -1.785
H -3.277 -4.190 -2.711
O -0.559 -5.508 2.907
C -1.828 -5.391 2.594
O -2.621 -6.289 2.763
C -2.265 -4.087 2.014
C -3.546 -3.766 1.607
Cl -4.961 -4.678 1.808
N -3.548 -2.494 1.101
N -2.294 -1.973 1.173
C -1.510 -2.926 1.736
C -0.150 -2.499 2.092
O 0.674 -3.260 2.604
O 0.036 -1.242 1.885
C -4.629 -1.720 0.656
C -5.683 -2.272 -0.074
C -6.718 -1.463 -0.505
C -6.716 -0.102 -0.229
C -5.665 0.446 0.494
C -4.629 -0.353 0.939
H 0.003 -4.674 2.774
H -5.680 -3.325 -0.302
H -7.529 -1.896 -1.075
H -7.525 0.526 -0.573
H -5.653 1.502 0.727
H -3.828 0.059 1.535
Te 2.402 0.577 2.193
C 3.803 2.147 2.612
C 3.643 2.771 3.851
C 4.414 3.858 4.216
C 5.377 4.348 3.346
C 5.550 3.740 2.115
C 4.766 2.657 1.748
H 2.888 2.386 4.527
H 4.262 4.326 5.179
H 5.990 5.194 3.626
H 6.298 4.114 1.429
H 4.902 2.211 0.772
C 1.340 2.958 -1.520
O 0.070 2.813 -0.919
H 2.095 3.280 -0.796
H 1.248 3.719 -2.294
H 1.673 2.021 -1.979
H 0.148 2.101 -0.265
O 0.188 -2.014 -0.636
C 1.091 -1.126 -0.423
O 0.643 0.100 -0.299
C 2.466 -1.389 -0.171
C 3.349 -0.267 0.312
C 4.732 -0.694 0.609
C 5.123 -1.974 0.596
C 4.222 -3.017 0.180
C 2.928 -2.693 -0.191
N 4.675 -4.330 0.113
O 3.948 -5.200 -0.382
O 5.815 -4.588 0.525
H 3.309 0.603 -0.348
H 5.430 0.082 0.898
H 6.132 -2.260 0.852
H 2.258 -3.485 -0.501
*
```

Here are the Löwdin charges for atoms 1 to 2, given in e: atom 1 (Ti): 0.977, atom 2 (C): -0.070

Record 2
Entry from the OMol25 dataset: a molecular structure, C47H41N4O5SiTaTe (ωB97M-V/def2-TZVPD).

Output
E_HOMO = -7.369 eV
HOMO-LUMO gap = 7.2 eV
E_LUMO = -0.19 eV
relative energy (zero: lowest compared OMol25 entry of this formula, charge and spin) = 1.3 kJ/mol
max |F| = 1.7 eV/A
calculated total energy = -3025.6153 Eh

The geometry in ORCA input format:
```
! wB97M-V def2-TZVPD RIJCOSX def2/J DEFGRID3
* xyz 0 1
Ta -1.053 -0.578 -0.140
C 4.243 5.722 -11.979
O 2.978 5.867 -11.364
C 2.742 5.180 -10.225
C 1.495 5.394 -9.630
C 1.172 4.775 -8.447
C 2.083 3.917 -7.817
C 3.305 3.683 -8.435
C 3.640 4.305 -9.628
C 1.721 3.338 -6.527
N 0.609 3.599 -5.879
C 0.681 2.892 -4.712
C 1.865 2.186 -4.645
N 2.520 2.482 -5.813
C 2.238 1.400 -3.519
C 3.450 0.706 -3.398
C 3.725 0.052 -2.225
C 2.790 0.123 -1.188
N 1.623 0.723 -1.293
C 1.318 1.341 -2.447
C 0.029 2.016 -2.539
N -0.847 1.865 -1.529
C -1.953 2.583 -1.533
C -2.298 3.462 -2.561
C -1.460 3.571 -3.641
C -0.267 2.840 -3.644
H 4.229 6.380 -12.842
H 4.412 4.693 -12.311
H 5.051 6.021 -11.306
H 0.804 6.068 -10.120
H 0.216 4.942 -7.971
H 4.027 3.009 -7.989
H 4.605 4.106 -10.074
H 3.431 2.161 -6.082
H 4.161 0.700 -4.216
H 4.642 -0.503 -2.086
H 3.007 -0.332 -0.233
H -2.609 2.447 -0.681
H -3.227 4.012 -2.498
H -1.681 4.213 -4.483
O 1.271 -0.523 1.299
C 1.363 -1.660 2.177
C 0.062 -2.493 2.033
O -0.096 -3.506 2.657
O -0.782 -2.011 1.155
C 2.459 -2.587 1.637
C 2.381 -2.987 0.303
C 3.357 -3.801 -0.247
C 4.416 -4.240 0.536
C 4.485 -3.868 1.868
C 3.510 -3.047 2.419
C 1.609 -1.169 3.592
C 2.671 -0.282 3.783
C 2.957 0.218 5.042
C 2.176 -0.153 6.127
C 1.115 -1.023 5.941
C 0.825 -1.529 4.681
H 1.256 0.285 1.826
H 1.559 -2.649 -0.320
H 3.287 -4.101 -1.285
H 5.185 -4.871 0.109
H 5.301 -4.214 2.489
H 3.576 -2.762 3.459
H 3.289 0.000 2.938
H 3.797 0.887 5.173
H 2.405 0.225 7.115
H 0.504 -1.320 6.783
H -0.001 -2.212 4.557
C -4.143 0.989 4.609
C -3.889 -0.188 3.880
C -2.954 -0.202 2.883
C -2.194 0.951 2.559
C -1.213 0.966 1.504
C -0.424 2.097 1.416
C -0.611 3.243 2.218
C -1.618 3.268 3.136
C -2.415 2.117 3.344
C -3.421 2.116 4.340
H -4.901 0.996 5.382
H -4.450 -1.085 4.110
H -2.784 -1.122 2.343
H 0.364 2.138 0.669
H 0.026 4.107 2.070
H -1.819 4.157 3.722
H -3.589 3.032 4.894
Te -3.547 -0.461 -0.698
C 0.731 -2.882 -3.853
Si -0.787 -2.345 -2.868
C -1.388 -3.785 -1.797
C -2.099 -1.738 -4.082
O -0.368 -1.113 -1.888
H 0.491 -3.710 -4.523
H 1.551 -3.197 -3.204
H 1.091 -2.050 -4.464
H -1.562 -4.690 -2.382
H -2.320 -3.541 -1.284
H -0.648 -4.029 -1.027
H -2.046 -2.284 -5.027
H -1.934 -0.678 -4.290
H -3.110 -1.839 -3.690
*
```

Here are the Löwdin charges for atoms 1 to 2, given in e: atom 1 (Ta): 1.349, atom 2 (C): -0.080

Record 3
Entry from the OMol25 dataset: a molecular structure, C47H42AsN5O2P2Pd (ωB97M-V/def2-TZVPD).

Output
E_HOMO = -7.171 eV
HOMO-LUMO gap = 6.8 eV
E_LUMO = -0.34 eV
relative energy (zero: lowest compared OMol25 entry of this formula, charge and spin) = 0.0 kJ/mol
max |F| = 0.4 eV/A
calculated total energy = -5286.9193 Eh

The geometry in ORCA input format:
```
! wB97M-V def2-TZVPD RIJCOSX def2/J DEFGRID3
* xyz 0 1
Pd -0.045 0.401 0.095
C 3.050 0.654 1.438
N 2.820 0.050 2.728
C 1.562 -0.588 3.017
P 0.094 0.362 2.399
C -1.173 -0.462 3.403
C -1.928 0.203 4.365
C -2.866 -0.489 5.115
C -3.057 -1.848 4.910
C -2.305 -2.518 3.955
C -1.368 -1.829 3.202
C 0.394 1.991 3.136
C 0.741 2.125 4.482
C 1.035 3.374 5.002
C 0.989 4.497 4.185
C 0.657 4.372 2.845
C 0.364 3.120 2.321
C 3.829 0.074 3.692
C 3.912 -0.921 4.672
C 4.914 -0.881 5.628
C 5.864 0.131 5.621
C 5.793 1.112 4.643
C 4.786 1.095 3.692
P 2.177 -0.241 0.064
C 3.053 0.433 -1.370
C 2.999 1.807 -1.599
C 3.628 2.353 -2.704
C 4.304 1.528 -3.595
C 4.345 0.159 -3.379
C 3.720 -0.392 -2.269
C 2.727 -1.945 0.306
C 4.055 -2.209 0.640
C 4.454 -3.510 0.899
C 3.532 -4.547 0.828
C 2.210 -4.290 0.491
C 1.809 -2.988 0.229
H 4.119 0.643 1.224
H 2.722 1.703 1.383
H 1.446 -0.669 4.097
H 1.477 -1.604 2.609
H -1.784 1.262 4.537
H -3.450 0.037 5.859
H -3.795 -2.386 5.491
H -2.455 -3.575 3.782
H -0.813 -2.357 2.437
H 0.783 1.254 5.125
H 1.307 3.471 6.044
H 1.222 5.471 4.595
H 0.631 5.244 2.205
H 0.127 3.008 1.270
H 3.212 -1.746 4.668
H 4.963 -1.664 6.373
H 6.649 0.152 6.364
H 6.522 1.913 4.626
H 4.728 1.891 2.961
H 2.429 2.450 -0.936
H 3.575 3.419 -2.881
H 4.786 1.953 -4.466
H 4.856 -0.488 -4.080
H 3.728 -1.463 -2.114
H 4.780 -1.406 0.700
H 5.485 -3.714 1.159
H 3.847 -5.562 1.031
H 1.488 -5.093 0.412
H 0.788 -2.777 -0.062
O 0.819 -1.639 -2.224
C 0.400 -0.602 -2.697
N 0.051 0.512 -1.962
C -0.320 1.539 -2.789
O -0.675 2.647 -2.426
C -0.209 1.048 -4.200
C -0.458 1.676 -5.402
C -0.272 0.923 -6.558
C 0.148 -0.402 -6.498
C 0.401 -1.026 -5.279
C 0.213 -0.271 -4.141
H -0.788 2.706 -5.439
H -0.461 1.371 -7.525
H 0.273 -0.958 -7.418
H 0.720 -2.058 -5.219
N -1.693 -1.601 0.166
C -1.753 -2.605 -0.419
C -1.825 -3.803 -1.117
C -1.317 -4.959 -0.491
N -0.888 -5.873 0.073
C -2.352 -3.810 -2.425
N -2.797 -3.787 -3.491
C -2.524 3.462 -0.035
As -2.253 1.539 -0.007
C -3.438 1.077 1.460
C -3.319 0.896 -1.491
H -3.597 3.651 -0.050
H -2.047 3.889 -0.912
H -2.102 3.896 0.870
H -4.443 1.440 1.239
H -3.089 1.547 2.376
H -3.451 -0.004 1.586
H -4.335 1.271 -1.373
H -3.322 -0.192 -1.456
H -2.915 1.236 -2.441
*
```

Here are the Löwdin charges for atoms 1 to 2, given in e: atom 1 (Pd): 0.424, atom 2 (C): -0.306

Record 4
Entry from the OMol25 dataset: a molecular structure, C47H42BCsGeN6O4 (ωB97M-V/def2-TZVPD).

Output
E_HOMO (spin up / spin down) = -4.334 / -4.334 eV
HOMO-LUMO gap (spin up / spin down) = 6.2 / 5.4 eV
E_LUMO (spin up / spin down) = 1.82 / 1.02 eV
relative energy (zero: lowest compared OMol25 entry of this formula, charge and spin) = 59.6 kJ/mol
max |F| = 0.2 eV/A
calculated total energy = -4567.6519 Eh

The geometry in ORCA input format:
```
! wB97M-V def2-TZVPD RIJCOSX def2/J DEFGRID3
* xyz -1 2
Cs -0.143 -1.423 0.526
O 7.565 -0.565 -1.101
C 6.534 0.215 -1.686
C 5.202 -0.465 -1.537
C 4.137 -0.107 -2.351
C 2.900 -0.677 -2.110
N 2.673 -1.571 -1.152
C 3.702 -1.943 -0.389
C 4.981 -1.411 -0.553
C 3.423 -2.945 0.688
C 4.222 -2.981 1.825
C 3.921 -3.869 2.846
C 4.685 -3.851 4.144
O 5.961 -3.230 4.043
C 2.842 -4.719 2.660
C 2.109 -4.616 1.491
N 2.370 -3.746 0.518
H 8.216 0.024 -0.713
H 6.738 0.389 -2.749
H 6.465 1.190 -1.193
H 4.261 0.612 -3.153
H 2.043 -0.394 -2.713
H 5.801 -1.727 0.072
H 5.031 -2.279 1.949
H 4.776 -4.870 4.535
H 4.114 -3.276 4.875
H 6.501 -3.750 3.440
H 2.541 -5.413 3.434
H 1.251 -5.261 1.330
C -8.207 2.455 -6.978
O -7.688 1.195 -6.619
C -7.946 0.756 -5.348
C -8.749 1.422 -4.435
C -8.945 0.878 -3.166
C -8.323 -0.297 -2.790
C -7.539 -0.974 -3.729
C -7.354 -0.456 -4.991
N -8.615 -0.884 -1.518
N -7.711 -1.191 -0.708
C -6.361 -0.849 -0.829
C -5.843 0.291 -1.448
C -4.499 0.593 -1.445
C -3.523 -0.252 -0.852
O -2.295 -0.028 -0.909
C -4.061 -1.419 -0.125
N -3.160 -2.201 0.514
C -3.594 -3.230 1.203
C -4.952 -3.570 1.305
C -5.874 -2.804 0.645
C -5.448 -1.682 -0.102
H -7.861 2.652 -7.989
H -7.841 3.242 -6.312
H -9.302 2.458 -6.966
H -9.234 2.353 -4.690
H -9.579 1.386 -2.450
H -7.061 -1.904 -3.448
H -6.741 -0.968 -5.722
H -6.516 0.988 -1.927
H -4.140 1.495 -1.927
H -2.844 -3.833 1.710
H -5.251 -4.425 1.897
H -6.931 -3.029 0.685
C -1.713 1.550 2.898
C -0.479 1.369 3.509
C 0.690 1.543 2.782
C 0.639 1.897 1.432
C -0.611 2.069 0.828
C -1.780 1.904 1.556
Ge 2.225 1.920 0.312
C 3.890 1.588 1.271
C 5.011 2.391 1.040
C 6.212 2.137 1.687
C 6.311 1.079 2.582
C 5.204 0.276 2.824
C 4.007 0.518 2.163
C 2.354 3.595 -0.692
C 3.276 3.749 -1.730
C 3.371 4.941 -2.433
C 2.534 6.003 -2.115
C 1.605 5.863 -1.094
C 1.516 4.669 -0.390
H -2.624 1.392 3.461
H -0.421 1.062 4.546
H 1.640 1.370 3.270
H -0.689 2.286 -0.232
H -2.735 2.004 1.058
H 4.941 3.238 0.366
H 7.068 2.778 1.506
H 7.244 0.886 3.098
H 5.274 -0.549 3.524
H 3.167 -0.143 2.355
H 3.929 2.924 -1.994
H 4.096 5.041 -3.232
H 2.604 6.933 -2.664
H 0.947 6.686 -0.844
H 0.787 4.574 0.407
B 1.623 -2.732 5.726
C 1.552 -2.057 4.289
N 1.546 -1.581 3.232
H 1.811 -3.926 5.559
H 0.581 -2.529 6.311
H 2.564 -2.231 6.317
*
```

Here are the Löwdin charges for atoms 1 to 2, given in e: atom 1 (Cs): 0.942, atom 2 (O): -0.052

Question: Look up the calculated total energy of the fourth one.
Answer: -4567.6519 Eh